(1)
Density functional theory data (wB97M-V/def2-TZVPD) for a cluster of 7 separate species, C2H18O7 in total in a non-equilibrium geometry.

Geometry (Å):
C1 1.821 5.412 -3.703
C2 0.496 5.068 -3.000
O1 0.495 3.704 -2.634
H1 2.106 4.615 -4.389
H2 2.582 5.626 -2.952
H3 1.607 6.337 -4.239
H4 -0.355 5.216 -3.664
H5 0.344 5.689 -2.118
H6 0.701 3.259 -3.459
O2 -3.480 -7.879 -0.064
H7 -2.532 -7.791 0.037
H8 -3.592 -8.301 -0.915
O3 0.691 -7.180 0.139
H9 1.467 -7.104 0.693
H10 1.031 -7.447 -0.715
O4 -2.449 0.326 3.248
H11 -1.823 -0.244 2.802
H12 -2.122 1.212 3.089
O5 1.360 -1.895 5.162
H13 0.713 -1.355 5.617
H14 1.021 -1.976 4.271
O6 -0.105 -2.324 0.870
H15 -0.083 -3.142 0.375
H16 -0.274 -1.649 0.213
O7 0.088 3.681 2.067
H17 0.364 3.521 1.164
H18 -0.071 4.624 2.106

The energy relative to the best compared isomer or geometry (same formula, charge and spin) comes out at 29.66 kcal/mol. For the orbital gap, the calculation gives 10.86 eV. As for the multiplicity: 1. For the calculated total energy, the calculation gives -16697.764 eV. The SMILES is CCO.O.O.O.O.O.O. The value obtained for the largest force on an atom is 1.53 eV/Å.

=====

(2)
Density functional theory data (wB97M-V/def2-TZVPD) for a cluster of 7 separate species, C2H19N3O6 in total in a non-equilibrium geometry.

Geometry (Å):
H1 -2.010 -0.717 -2.635
N1 -1.529 -0.251 -1.873
C1 -0.253 -0.181 -2.016
N2 0.377 -0.277 -3.252
N3 0.546 0.014 -0.953
C2 -0.016 0.130 0.366
H2 1.298 0.106 -3.304
H3 -0.155 0.096 -4.018
H4 1.545 -0.079 -0.987
H5 0.868 0.072 1.012
H6 -0.178 1.183 0.671
H7 -0.901 -0.490 0.456
O1 -0.170 3.522 -0.576
H8 0.420 2.797 -0.373
H9 -0.065 4.183 0.143
O2 3.537 -0.097 -0.609
H10 4.230 0.388 -0.141
H11 3.323 -0.982 -0.228
O3 2.590 -2.466 0.455
H12 2.331 -2.548 1.391
H13 2.299 -3.189 -0.059
O4 0.273 -0.897 3.366
H14 -0.683 -1.024 3.449
H15 0.503 0.012 3.562
O5 -2.783 -1.115 2.360
H16 -2.715 -0.147 2.167
H17 -3.418 -1.525 1.768
O6 -2.722 1.420 1.073
H18 -2.334 1.138 0.251
H19 -3.491 1.917 0.817

The energy relative to the best compared isomer or geometry (same formula, charge and spin) comes out at 0.00 kcal/mol. For the orbital gap, the calculation gives 8.83 eV. As for the multiplicity: 1. For the calculated total energy, the calculation gives -19137.741 eV. The SMILES is [H]/N=C(\N)NC.O.O.O.O.O.O. The value obtained for the largest force on an atom is 2.34 eV/Å.

=====

(3)
Density functional theory data (wB97M-V/def2-TZVPD) for a structure of composition C2H20B4MnO2 in a non-equilibrium geometry.

Geometry (Å):
Mn1 0.017 -0.417 0.709
O1 0.270 3.120 -2.831
C1 -0.432 3.287 -1.657
C2 0.107 2.448 -0.408
O2 0.609 1.146 -0.565
H1 -1.504 3.010 -1.778
H2 -0.359 4.382 -1.444
H3 -0.723 2.416 0.331
H4 0.895 3.060 0.080
B1 0.298 0.275 2.900
H5 1.120 0.183 2.117
H6 -0.454 0.998 2.397
H7 -0.244 -0.741 3.015
H8 0.782 0.588 3.907
B2 0.801 -1.394 -2.698
H9 0.238 -1.524 -1.685
H10 0.299 -0.630 -3.412
H11 1.869 -0.993 -2.482
H12 0.882 -2.400 -3.300
B3 -2.289 -0.946 0.659
H13 -2.421 -1.467 -0.366
H14 -1.558 -1.625 1.192
H15 -1.799 0.055 0.473
H16 -3.331 -0.749 1.131
B4 1.378 -2.406 0.714
H17 1.696 -2.802 1.765
H18 1.702 -1.324 0.666
H19 1.900 -3.055 -0.088
H20 0.251 -2.493 0.656

As for the charge: -4. For the orbital gap (alpha / beta), the calculation gives 3.27 / 3.26 eV. As for the multiplicity: 6. For the calculated total energy, the calculation gives -40500.462 eV. The value obtained for the largest force on an atom is 2.53 eV/Å.